Here is a structure of composition C34H59N7O6Si2Y from OMol25. Energies are from ωB97M-V/def2-TZVPD.

Calculated values
Charge = +1
Highest occupied orbital energy = -9.96 eV
Lowest unoccupied orbital energy = -1.93 eV
Maximum force = 0.816 eV/Å
Orbital gap = 8.04 eV
Energy relative to the best compared isomer or geometry (same formula, charge and spin) = 47.4 kJ/mol

Atoms and positions in Å:
Y (-0.225, -0.224, -0.326)
C (-2.656, 3.172, 2.730)
N (-1.678, 2.393, 3.475)
C (-1.674, 2.600, 4.915)
C (-0.798, 1.595, 2.860)
O (-0.826, 1.342, 1.655)
C (0.353, 1.055, 3.719)
O (1.426, 0.639, 2.924)
C (2.289, 1.654, 2.459)
C (2.528, 1.491, 0.953)
O (1.564, 1.247, 0.213)
N (3.752, 1.685, 0.472)
C (4.015, 1.457, -0.944)
C (4.925, 1.928, 1.304)
H (-3.663, 2.791, 2.894)
H (-2.425, 3.126, 1.671)
H (-2.607, 4.208, 3.070)
H (-2.683, 2.872, 5.219)
H (-0.998, 3.407, 5.209)
H (-1.413, 1.690, 5.450)
H (0.002, 0.185, 4.284)
H (0.671, 1.803, 4.453)
H (3.217, 1.612, 3.030)
H (1.859, 2.655, 2.591)
H (3.093, 1.183, -1.445)
H (4.740, 0.648, -1.044)
H (4.424, 2.363, -1.391)
H (4.738, 2.699, 2.049)
H (5.721, 2.291, 0.658)
H (5.261, 1.009, 1.788)
C (-1.537, 1.124, -7.115)
O (-0.981, -0.180, -7.121)
C (-0.510, -0.675, -5.960)
C (0.005, -1.987, -6.043)
C (0.508, -2.568, -4.918)
C (0.509, -1.904, -3.667)
C (0.974, -2.565, -2.482)
C (1.695, -3.885, -2.551)
O (0.782, -2.113, -1.334)
C (-0.018, -0.586, -3.595)
O (-0.045, 0.086, -2.483)
C (-0.515, 0.020, -4.768)
H (-1.858, 1.313, -8.135)
H (-0.792, 1.866, -6.818)
H (-2.397, 1.173, -6.442)
H (-0.017, -2.494, -6.995)
H (0.888, -3.577, -4.982)
H (2.224, -4.059, -3.482)
H (0.964, -4.684, -2.408)
H (2.393, -3.929, -1.718)
H (-0.886, 1.031, -4.696)
C (-5.265, -1.674, 0.716)
Si (-3.748, -0.844, -0.038)
C (-3.940, 0.925, 0.581)
C (-4.016, -0.829, -1.914)
C (-2.095, -1.588, 0.391)
Si (-2.083, -3.403, -0.040)
C (-0.547, -4.359, 0.533)
C (-2.224, -3.643, -1.905)
C (-3.454, -4.435, 0.753)
H (-6.095, -0.964, 0.660)
H (-5.109, -1.916, 1.768)
H (-5.580, -2.583, 0.209)
H (-4.799, 1.384, 0.086)
H (-3.078, 1.569, 0.446)
H (-4.166, 0.889, 1.650)
H (-4.622, 0.034, -2.201)
H (-4.563, -1.717, -2.235)
H (-3.099, -0.805, -2.507)
H (-2.040, -1.525, 1.499)
H (0.410, -3.949, 0.221)
H (-0.649, -5.357, 0.098)
H (-0.546, -4.509, 1.615)
H (-1.709, -2.883, -2.489)
H (-3.264, -3.647, -2.233)
H (-1.807, -4.615, -2.181)
H (-3.677, -4.103, 1.769)
H (-3.125, -5.475, 0.810)
H (-4.390, -4.426, 0.197)
C (-2.148, 4.534, -1.969)
C (-1.203, 4.513, -0.957)
C (-0.721, 3.289, -0.522)
N (-1.106, 2.124, -1.044)
C (-2.005, 2.158, -2.031)
C (-2.560, 3.332, -2.515)
H (-2.550, 5.473, -2.327)
H (-0.840, 5.424, -0.502)
H (0.013, 3.226, 0.270)
H (-2.287, 1.204, -2.450)
H (-3.297, 3.291, -3.303)
C (1.584, -2.326, 5.447)
C (2.893, -2.984, 5.028)
C (4.040, -1.982, 5.050)
C (2.767, -3.688, 3.679)
N (2.408, -2.775, 2.596)
C (1.215, -2.343, 2.181)
N (1.405, -1.479, 1.217)
N (2.735, -1.380, 1.056)
N (3.342, -2.139, 1.883)
H (1.665, -1.931, 6.459)
H (0.746, -3.025, 5.429)
H (1.351, -1.484, 4.789)
H (3.117, -3.788, 5.737)
H (3.866, -1.174, 4.337)
H (4.992, -2.447, 4.796)
H (4.133, -1.536, 6.040)
H (1.997, -4.460, 3.700)
H (3.704, -4.152, 3.371)
H (0.271, -2.675, 2.571)

Here is a structure of composition C18H50AsF6O15S7 in a non-equilibrium geometry from OMol25. Energies are from ωB97M-V/def2-TZVPD.

Calculated values
Charge = -1
Highest occupied orbital energy = -6.97 eV
Lowest unoccupied orbital energy = 1.98 eV
Maximum force = 2.823 eV/Å
Orbital gap = 8.95 eV
Energy relative to the best compared isomer or geometry (same formula, charge and spin) = 0.0 kJ/mol

Atoms and positions in Å:
As (-0.041, 0.331, 0.146)
F (0.379, -0.403, 1.686)
F (0.349, -1.129, -0.736)
F (-0.387, 1.134, -1.371)
F (-0.396, 1.810, 1.011)
F (1.631, 0.843, -0.022)
F (-1.699, -0.219, 0.241)
O (4.340, 2.908, 3.629)
S (3.381, 1.947, 4.105)
O (3.773, 0.591, 4.391)
O (2.733, 2.588, 5.469)
C (3.568, 2.632, 6.623)
C (3.110, 1.518, 7.570)
C (1.875, 1.996, 3.155)
H (3.541, 3.628, 7.070)
H (4.636, 2.562, 6.390)
H (2.058, 1.284, 7.417)
H (3.159, 1.811, 8.625)
H (3.671, 0.587, 7.498)
H (1.920, 1.191, 2.426)
H (1.767, 2.998, 2.754)
H (1.006, 1.763, 3.768)
O (-0.928, -6.341, -6.098)
S (-0.391, -5.020, -6.166)
O (-1.240, -3.867, -6.373)
O (0.483, -4.771, -4.828)
C (1.128, -3.513, -4.652)
C (1.277, -3.269, -3.170)
C (0.895, -4.994, -7.413)
H (0.572, -2.709, -5.139)
H (2.146, -3.413, -5.049)
H (1.432, -2.245, -2.841)
H (2.155, -3.779, -2.762)
H (0.390, -3.713, -2.711)
H (1.179, -3.984, -7.691)
H (0.580, -5.600, -8.259)
H (1.764, -5.497, -6.986)
O (-5.363, 4.289, 4.779)
S (-5.719, 3.297, 3.781)
O (-6.147, 3.775, 2.489)
O (-4.535, 2.217, 3.612)
C (-3.771, 2.035, 2.393)
C (-4.547, 1.462, 1.234)
C (-6.945, 2.250, 4.503)
H (-2.856, 1.532, 2.676)
H (-3.594, 3.041, 2.004)
H (-5.401, 2.090, 0.957)
H (-5.057, 0.539, 1.541)
H (-4.128, 1.241, 0.255)
H (-6.653, 2.116, 5.541)
H (-6.994, 1.302, 3.974)
H (-7.901, 2.762, 4.431)
O (3.528, -4.215, 2.486)
S (2.164, -4.221, 1.996)
O (1.669, -5.439, 1.390)
O (1.244, -3.819, 3.227)
C (1.511, -2.679, 4.028)
C (0.709, -2.899, 5.324)
C (2.037, -2.846, 0.891)
H (1.136, -1.737, 3.617)
H (2.540, -2.400, 4.261)
H (0.763, -3.946, 5.622)
H (-0.350, -2.669, 5.208)
H (1.097, -2.281, 6.134)
H (2.329, -1.965, 1.452)
H (0.959, -2.831, 0.737)
H (2.617, -3.030, -0.004)
C (-2.668, -1.486, -3.219)
S (-3.748, -0.289, -4.018)
O (-4.098, -0.854, -5.360)
C (-5.238, -0.644, -2.940)
H (-1.674, -1.530, -3.659)
H (-3.079, -2.486, -3.371)
H (-2.648, -1.212, -2.163)
H (-4.831, -0.372, -1.970)
H (-5.462, -1.688, -3.130)
H (-5.955, 0.039, -3.383)
C (1.945, 0.737, -3.701)
S (3.699, 0.360, -4.106)
O (3.672, -0.782, -5.093)
C (4.193, -0.361, -2.499)
H (1.737, -0.094, -3.035)
H (1.520, 0.760, -4.702)
H (1.792, 1.709, -3.240)
H (3.664, 0.221, -1.746)
H (5.257, -0.129, -2.396)
H (4.186, -1.448, -2.492)
C (1.235, 5.196, -3.908)
S (1.575, 5.736, -2.192)
O (1.477, 7.242, -2.134)
C (0.159, 4.982, -1.361)
H (1.840, 5.732, -4.644)
H (0.213, 5.416, -4.226)
H (1.464, 4.152, -4.127)
H (0.232, 5.345, -0.336)
H (0.177, 3.896, -1.260)
H (-0.791, 5.226, -1.835)

Here is a structure of composition C2H3O6PS in a non-equilibrium geometry from OMol25. Energies are from ωB97M-V/def2-TZVPD.

Calculated values
Charge = -2
Highest occupied orbital energy = -1.28 eV
Lowest unoccupied orbital energy = 6.28 eV
Maximum force = 4.073 eV/Å
Orbital gap = 7.56 eV
Energy relative to the best compared isomer or geometry (same formula, charge and spin) = 27.9 kJ/mol

Atoms and positions in Å:
C (2.683, -0.217, 0.265)
C (1.617, 0.507, -0.092)
O (-0.160, -1.333, -1.440)
O (-3.011, 1.912, -0.128)
O (0.129, -1.496, 1.060)
O (-2.863, -0.132, 1.201)
O (-2.959, -0.288, -1.193)
O (-0.947, 0.702, -0.050)
P (0.066, -0.599, -0.149)
S (-2.518, 0.504, -0.052)
H (3.704, -0.002, 0.284)
H (2.377, -1.103, 0.700)
H (1.882, 1.544, -0.406)

Here is the molecule C7H6BrClN2 in a non-equilibrium geometry from OMol25. Energies are from ωB97M-V/def2-TZVPD.

Calculated values
Highest occupied orbital energy = -8.98 eV
Lowest unoccupied orbital energy = -0.79 eV
Maximum force = 4.225 eV/Å
Structure (SMILES) = N#C\C=C/C=C\N=C(/Cl)CBr
Orbital gap = 8.19 eV
Energy relative to the best compared isomer or geometry (same formula, charge and spin) = 19.3 kJ/mol

Atoms and positions in Å:
N (0.396, 0.198, -2.369)
C (0.931, -0.344, -1.510)
C (1.644, -0.945, -0.376)
C (1.929, -0.242, 0.763)
C (1.501, 1.099, 0.993)
C (0.232, 1.652, 0.777)
N (-0.823, 0.991, 0.186)
C (-1.323, -0.120, 0.328)
Cl (-1.090, -1.392, 1.565)
C (-2.284, -0.604, -0.676)
Br (-3.995, -0.365, 0.155)
H (2.104, -1.851, -0.786)
H (2.578, -0.669, 1.456)
H (2.337, 1.613, 1.429)
H (0.188, 2.669, 0.609)
H (-2.265, -1.701, -0.910)
H (-2.061, 0.012, -1.633)